Record 1
The following is a quantum chemistry calculation of a 2-piece molecular cluster, C8H19N3O3 overall, from the OMol25 dataset.

Results
Frontier orbital gap (eV): 4.4129
Energy (Eh): -705.9577
Charge: 0
Maximum force (eV/A): 3.0

Positions of all 33 atoms, in Å:
C: 0.82 -2.33 3.52
O: 0.75 -1.02 2.95
C: 0.20 -1.08 1.64
C: 0.93 -0.10 0.72
C: 1.49 -0.56 -0.62
N: 2.25 0.69 -0.98
C: 2.32 1.46 0.09
N: 2.56 2.74 0.15
N: 2.06 0.65 1.26
O: 3.20 -0.12 1.60
H: 1.06 -2.28 4.58
H: -0.14 -2.82 3.39
H: 1.57 -2.92 2.98
H: 0.22 -2.10 1.26
H: -0.84 -0.77 1.71
H: 0.21 0.67 0.43
H: 2.19 -1.39 -0.63
H: 0.78 -0.77 -1.43
H: 1.68 1.07 -1.74
H: 2.08 3.40 -0.45
H: 3.17 3.14 0.85
H: 2.92 -1.05 1.65
C: -2.36 1.60 -1.69
C: -2.42 0.32 -2.55
C: -3.69 -0.46 -2.17
O: -1.32 -0.44 -2.30
H: -2.32 1.35 -0.62
H: -1.49 2.21 -1.94
H: -3.25 2.23 -1.84
H: -2.58 0.67 -3.60
H: -3.67 -0.76 -1.12
H: -3.78 -1.36 -2.78
H: -4.59 0.14 -2.33


Record 2
The following is a quantum chemistry calculation of C8H19N5O9Zn as an isolated structure, from the OMol25 dataset.

Results
Frontier orbital gap (eV): 3.6270
Relative energy (zero: lowest compared OMol25 entry of this formula, charge and spin) (kJ/mol): 0.0
Energy (Eh): -3046.5156
Charge: -2
Maximum force (eV/A): 9.4

Positions of all 42 atoms, in Å:
Zn: -2.65 -11.51 -26.08
C: -0.12 -11.56 -25.64
O: -0.87 -10.49 -25.52
O: 0.88 -11.69 -26.40
O: -0.91 -12.59 -25.59
C: -2.92 -12.94 -28.22
O: -2.21 -13.97 -28.51
O: -3.67 -12.93 -27.14
O: -2.16 -11.87 -28.14
C: -3.61 -12.27 -23.12
O: -3.41 -12.11 -24.30
N: -4.81 -12.09 -22.52
N: -2.67 -12.66 -22.21
H: -4.90 -12.12 -21.52
H: -5.46 -11.52 -23.03
H: -2.96 -12.88 -21.27
H: -1.76 -12.98 -22.49
C: -5.45 -15.32 -25.29
O: -6.21 -16.11 -24.75
N: -4.27 -15.66 -25.94
N: -5.48 -13.98 -25.11
H: -4.06 -16.64 -25.97
H: -4.01 -14.88 -26.56
H: -6.24 -13.54 -24.63
H: -4.58 -13.57 -25.34
C: -5.59 -9.24 -27.34
C: -4.08 -9.15 -27.34
C: -3.59 -7.73 -27.63
O: -2.21 -7.79 -27.88
C: -1.74 -6.69 -28.59
N: -3.54 -9.62 -26.05
H: -6.07 -9.23 -26.36
H: -5.79 -10.24 -27.74
H: -6.11 -8.62 -28.08
H: -3.81 -9.82 -28.16
H: -3.83 -7.02 -26.83
H: -4.18 -7.38 -28.49
H: -0.77 -6.85 -29.05
H: -1.68 -5.75 -28.03
H: -2.40 -6.46 -29.45
H: -2.62 -9.17 -26.05
H: -3.96 -9.11 -25.27


Record 3
The following is a quantum chemistry calculation of a 2-piece molecular cluster, C8H19NO overall, from the OMol25 dataset.

Results
Frontier orbital gap (eV): 10.5009
Relative energy (zero: lowest compared OMol25 entry of this formula, charge and spin) (kJ/mol): 433.4
SMILES string: CNC(C)=O.CCCCC
Energy (Eh): -446.0676
Charge: 0
Maximum force (eV/A): 5.8

Positions of all 29 atoms, in Å:
C: -2.01 -1.92 -1.06
C: -2.47 -0.85 0.07
C: -3.37 1.29 0.43
C: 3.65 -1.99 -0.06
C: 3.08 -0.70 0.61
C: 2.35 0.35 -0.29
C: 1.91 1.59 0.42
C: 1.51 2.67 -0.57
H: -2.06 -1.34 -2.10
H: -2.36 -2.92 -1.06
H: -0.87 -2.01 -0.99
H: -3.43 0.19 -1.50
H: -3.01 0.81 1.42
H: -3.09 2.34 0.07
H: -4.53 1.28 0.30
H: 2.92 -2.54 -0.61
H: 4.56 -1.94 -0.91
H: 4.03 -2.81 0.75
H: 3.76 -0.25 1.39
H: 2.32 -1.11 1.23
H: 3.08 0.74 -1.05
H: 1.30 0.12 -0.67
H: 2.80 2.05 0.89
H: 1.10 1.23 1.17
H: 0.54 2.28 -1.04
H: 1.24 3.55 -0.12
H: 2.34 2.94 -1.31
N: -2.63 0.39 -0.55
O: -2.51 -1.00 1.34


Record 4
The following is a quantum chemistry calculation of a 2-piece molecular cluster, C8H19NO overall, from the OMol25 dataset.

Results
Frontier orbital gap (eV): 9.5615
Relative energy (zero: lowest compared OMol25 entry of this formula, charge and spin) (kJ/mol): 424.2
SMILES string: CCN(C)C(C)=O.CCC
Energy (Eh): -446.0712
Charge: 0
Maximum force (eV/A): 6.1

Positions of all 29 atoms, in Å:
C: 1.85 -0.24 1.46
C: 1.53 -0.14 2.99
C: 3.35 -0.24 0.99
H: 1.38 -1.17 1.02
H: 1.29 0.74 1.13
H: 2.04 -0.88 3.53
H: 4.06 0.19 1.65
H: 0.41 -0.19 3.14
H: 1.88 0.92 3.30
H: 3.83 -1.20 0.79
H: 3.49 0.33 0.06
C: -0.82 0.75 -0.37
C: -2.00 0.86 0.66
C: -2.48 1.27 -2.11
C: -0.02 -1.81 -1.85
C: -1.06 -0.86 -2.30
O: -1.68 -1.07 -3.39
N: -1.51 0.17 -1.50
H: -0.65 1.76 -0.53
H: 0.25 0.39 -0.10
H: -2.82 -0.04 0.81
H: -2.68 1.69 0.57
H: -3.56 0.89 -2.23
H: 0.36 -2.29 -2.73
H: -1.50 0.73 1.73
H: -2.65 2.14 -1.31
H: -2.51 1.34 -3.17
H: 0.77 -1.46 -1.15
H: -0.52 -2.55 -1.08


Copy entry 1 word for word.
The following is a quantum chemistry calculation of a 2-piece molecular cluster, C8H19N3O3 overall, from the OMol25 dataset.

Results
Frontier orbital gap (eV): 4.4129
Energy (Eh): -705.9577
Charge: 0
Maximum force (eV/A): 3.0

Positions of all 33 atoms, in Å:
C: 0.82 -2.33 3.52
O: 0.75 -1.02 2.95
C: 0.20 -1.08 1.64
C: 0.93 -0.10 0.72
C: 1.49 -0.56 -0.62
N: 2.25 0.69 -0.98
C: 2.32 1.46 0.09
N: 2.56 2.74 0.15
N: 2.06 0.65 1.26
O: 3.20 -0.12 1.60
H: 1.06 -2.28 4.58
H: -0.14 -2.82 3.39
H: 1.57 -2.92 2.98
H: 0.22 -2.10 1.26
H: -0.84 -0.77 1.71
H: 0.21 0.67 0.43
H: 2.19 -1.39 -0.63
H: 0.78 -0.77 -1.43
H: 1.68 1.07 -1.74
H: 2.08 3.40 -0.45
H: 3.17 3.14 0.85
H: 2.92 -1.05 1.65
C: -2.36 1.60 -1.69
C: -2.42 0.32 -2.55
C: -3.69 -0.46 -2.17
O: -1.32 -0.44 -2.30
H: -2.32 1.35 -0.62
H: -1.49 2.21 -1.94
H: -3.25 2.23 -1.84
H: -2.58 0.67 -3.60
H: -3.67 -0.76 -1.12
H: -3.78 -1.36 -2.78
H: -4.59 0.14 -2.33


- The highest maximum force belongs to which entry?
  C8H19N5O9Zn


- Which of these has the highest frontier orbital gap?
  number 3